Density functional theory data (wB97M-V/def2-TZVPD) for the molecule C5H3NO.

Calculated values
E_LUMO in eV: 0.585
Total energy in eV: -8763.7432
Charge: 0
Energy above the lowest of the compared OMol25 structures with the same formula, charge and spin in kcal/mol: 144.4
Orbital gap in eV: 9.0
F_max in Eh/bohr: 0.010

Last column: Löwdin charge in e.
Positions of all 10 atoms, in Å:
1 C 1.2208 -0.3614 0.0327  -0.034
2 C 1.5259 0.9018 -0.0900  0.075
3 O -0.9385 0.8889 -0.5952  -0.069
4 C 0.0882 0.7525 0.3291  -0.285
5 C -1.0246 -1.2982 -0.2806  -0.156
6 H -0.1619 1.0667 1.3410  0.167
7 N -1.6581 -0.3098 -0.8015  0.083
8 H 2.2969 1.6456 -0.1239  0.106
9 H -1.4970 -2.2726 -0.3355  0.114
10 C 0.1481 -1.0135 0.5240  0.000


Density functional theory data (wB97M-V/def2-TZVPD) for a structure of composition C5H3NO.

Calculated values
E_LUMO (alpha / beta) in eV: -1.412 / -1.412
Total energy in eV: -8762.4542
Charge: 0
Energy above the lowest of the compared OMol25 structures with the same formula, charge and spin in kcal/mol: 174.2
Orbital gap (alpha / beta) in eV: 7.4 / 7.4
F_max in Eh/bohr: 0.016

Last column: Löwdin charge in e.
Positions of all 10 atoms, in Å:
1 C 0.3644 0.8571 -0.7512  -0.073
2 C -1.2209 -1.2102 -0.5834  -0.299
3 O 0.8721 1.0274 1.3126  0.032
4 C -0.3100 -0.2961 -0.0839  -0.318
5 H -0.0311 -0.5930 2.1665  0.165
6 H 0.3028 1.0981 -1.8049  0.158
7 H 0.8789 -0.4043 -0.5666  0.257
8 N 1.0304 1.6266 0.0942  0.100
9 C 0.1599 -0.0633 1.2431  0.025
10 C -2.0464 -2.0423 -1.0264  -0.047


Density functional theory data (wB97M-V/def2-TZVPD) for the molecule C5H3NO in a non-equilibrium geometry.

Calculated values
E_LUMO in eV: -0.173
Total energy in eV: -8767.3981
Charge: 0
Energy above the lowest of the compared OMol25 structures with the same formula, charge and spin in kcal/mol: 60.1
Orbital gap in eV: 9.4
F_max in Eh/bohr: 0.023

Last column: Löwdin charge in e.
Positions of all 10 atoms, in Å:
1 C 0.9834 -0.2682 -0.5068  -0.147
2 H -1.9510 -0.5877 1.0427  0.145
3 C -0.9748 -0.5693 0.5772  -0.020
4 C 0.8662 -1.7172 -0.1269  0.023
5 H 0.8061 -0.4291 -1.5883  0.146
6 H 1.9618 0.2083 -0.4247  0.128
7 N -0.6592 2.9473 0.3135  0.158
8 O -0.3499 -1.8058 0.4146  -0.045
9 C -0.4719 1.8095 0.1971  -0.167
10 C -0.2108 0.4123 0.1017  -0.221


Density functional theory data (wB97M-V/def2-TZVPD) for the molecule C5H3NO.

Calculated values
E_LUMO in eV: 0.821
Total energy in eV: -8763.6993
Charge: 0
Energy above the lowest of the compared OMol25 structures with the same formula, charge and spin in kcal/mol: 145.4
Orbital gap in eV: 9.2
F_max in Eh/bohr: 0.011

Last column: Löwdin charge in e.
Positions of all 10 atoms, in Å:
1 C -0.0972 -0.2944 0.7453  -0.271
2 C 1.3945 0.4714 -0.7908  -0.142
3 O 0.6290 -1.3157 0.2033  -0.060
4 H 2.0339 1.0380 -1.4577  0.116
5 C 0.4020 1.0385 0.1328  -0.088
6 C -1.7741 -0.1349 0.0864  0.169
7 H -2.7262 -0.5571 0.3456  0.095
8 C -0.9227 0.7444 -0.2156  -0.074
9 N 1.5541 -0.8006 -0.7449  0.094
10 H -0.2899 -0.3480 1.8132  0.161


Density functional theory data (wB97M-V/def2-TZVPD) for a cluster of 2 separate species, C5H3NO in total in a non-equilibrium geometry.

Calculated values
E_LUMO (alpha / beta) in eV: -0.696 / -0.699
Total energy in eV: -8762.4453
Charge: 0
Energy above the lowest of the compared OMol25 structures with the same formula, charge and spin in kcal/mol: 174.4
Orbital gap (alpha / beta) in eV: 7.9 / 7.9
F_max in Eh/bohr: 0.117

Last column: Löwdin charge in e.
Positions of all 10 atoms, in Å:
1 C 1.4330 0.1322 -0.5609  -0.071
2 O -0.9280 -0.4858 -0.5961  0.060
3 H 2.4854 -1.2231 -2.5364  0.235
4 C -0.4616 0.2201 0.6311  -0.305
5 H -0.8339 1.2360 2.3605  0.041
6 H -2.2548 0.1442 1.8986  0.087
7 N 0.8305 0.6138 0.4052  0.154
8 C -0.1673 -0.7500 -1.5406  -0.110
9 C 1.1320 -0.4430 -1.7422  -0.173
10 C -1.2352 0.5556 1.6809  0.082


Density functional theory data (wB97M-V/def2-TZVPD) for the molecule C5H3NO in a non-equilibrium geometry.

Calculated values
SMILES: C#CCC(=O)C#N
E_LUMO in eV: -0.759
Total energy in eV: -8767.3153
Charge: 0
Energy above the lowest of the compared OMol25 structures with the same formula, charge and spin in kcal/mol: 62.1
Orbital gap in eV: 10.0
F_max in Eh/bohr: 0.055

Last column: Löwdin charge in e.
Positions of all 10 atoms, in Å:
1 C 2.3158 -0.3048 0.5345  0.121
2 H -0.8205 -1.4785 -0.6558  0.152
3 O -2.1534 -0.2272 -0.9939  0.105
4 C -1.2181 0.2076 -0.3522  -0.404
5 C -0.2836 -0.8575 0.1335  -0.132
6 N -1.0163 2.7988 -0.1136  0.193
7 C -1.0756 1.6473 -0.1921  -0.096
8 H 3.3621 -0.0951 0.6896  0.038
9 H -0.6955 -1.3328 1.0276  0.135
10 C 1.1539 -0.5644 0.3246  -0.112


Density functional theory data (wB97M-V/def2-TZVPD) for the molecule C5H3NO in a non-equilibrium geometry.

Calculated values
SMILES: C#Cc1ncco1
E_LUMO in eV: 0.661
Total energy in eV: -8768.0256
Charge: 0
Energy above the lowest of the compared OMol25 structures with the same formula, charge and spin in kcal/mol: 45.7
Orbital gap in eV: 9.9
F_max in Eh/bohr: 0.096

Last column: Löwdin charge in e.
Positions of all 10 atoms, in Å:
1 N -0.4786 1.1421 -0.0728  0.121
2 C -1.7556 -0.6658 0.0108  -0.112
3 C 2.9480 0.0413 0.1007  0.156
4 H -2.7421 1.2464 0.0115  0.110
5 O -0.4808 -1.0805 -0.0206  0.045
6 C -1.7944 0.7061 0.1186  -0.091
7 H -2.5784 -1.2922 0.0783  0.098
8 H 3.9614 0.0518 0.1420  0.001
9 C 0.2842 0.0980 -0.0679  -0.332
10 C 1.7437 -0.0723 -0.0886  0.002